Record 1
Computed, not measured: the molecule C8H15NO5, with ωB97M-V/def2-TZVPD.

For the lowest unoccupied orbital energy, the calculation gives 0.5 eV. Its SMILES is O[C@H]1[C@H]2[C@H](O)[C@H](O)CN2[C@H](O)C[C@H]1O. The value obtained for the max |F| is 2.5 eV/A. The multiplicity is 1. As for the HOMO energy: -9.21 eV. The HOMO-LUMO gap is 9.734 eV.

Last column: natural (NBO) charge in e.
Geometry (Å):
O  2.68  -0.24  -0.40  -0.751
O  0.53  -1.03  2.60  -0.736
O  -2.60  -0.29  -0.54  -0.737
O  1.71  -1.21  -2.59  -0.723
O  -1.44  1.02  3.32  -0.715
N  -0.73  -1.46  -0.04  -0.484
C  -0.34  -1.89  -1.42  -0.236
C  -2.19  -0.77  1.83  -0.449
C  0.29  -0.46  0.28  -0.100
C  1.58  -1.16  -0.17  0.089
C  0.18  0.03  1.72  0.067
C  -2.13  -1.26  0.37  0.267
C  1.18  -1.90  -1.43  0.071
C  -1.28  0.45  2.00  0.074
H  3.04  0.12  0.42  0.495
H  0.00  -1.82  2.36  0.477
H  -2.03  -0.40  -1.34  0.472
H  2.42  -0.62  -2.23  0.498
H  -0.93  0.45  3.94  0.475
H  -0.68  -1.19  -2.16  0.174
H  -0.78  -2.86  -1.68  0.213
H  -1.91  -1.60  2.49  0.202
H  -3.20  -0.47  2.05  0.242
H  0.15  0.45  -0.33  0.180
H  1.88  -1.90  0.56  0.188
H  0.83  0.91  1.86  0.199
H  -2.70  -2.17  0.25  0.172
H  1.58  -2.93  -1.35  0.175
H  -1.58  1.17  1.24  0.202

Record 2
Computed, not measured: a structure of composition C8H15NOPYb, with ωB97M-V/def2-TZVPD.

For the lowest unoccupied orbital energy (alpha / beta), the calculation gives 0.4 / 0.4 eV. The value obtained for the max |F| is 5.6 eV/A. The multiplicity is 2. As for the HOMO energy (alpha / beta): -3.27 / -6.73 eV. The HOMO-LUMO gap (alpha / beta) is 3.674 / 7.079 eV.

Last column: Mulliken spin population.
Geometry (Å):
C  -0.39  0.19  -2.24  0.012
C  -1.19  1.24  -1.72  0.059
C  -0.32  2.18  -1.11  0.028
C  1.03  1.77  -1.36  -0.005
C  0.99  0.54  -2.05  0.000
Yb  -0.04  0.24  0.06  0.459
P  -0.06  -2.51  0.40  0.124
H  -0.74  -0.68  -2.79  -0.004
H  -2.29  1.21  -1.63  0.013
H  -0.62  2.96  -0.42  -0.012
H  1.84  -0.05  -2.40  0.002
H  1.93  2.21  -0.92  -0.007
H  1.12  -3.27  -0.04  0.084
H  -1.19  -3.23  -0.18  0.032
H  -0.16  -2.87  1.83  0.026
C  0.79  2.03  4.38  -0.008
N  0.68  0.57  4.34  0.030
C  0.71  -0.27  5.52  0.049
C  0.52  0.04  3.15  0.028
O  0.50  0.81  2.15  0.034
H  0.91  2.29  5.43  -0.002
H  -0.11  2.50  3.95  0.013
H  1.65  2.37  3.79  0.003
H  -0.22  -0.85  5.57  -0.026
H  1.54  -0.99  5.42  -0.002
H  0.84  0.39  6.38  0.008
H  0.40  -1.06  3.08  0.063

Record 3
Computed, not measured: a cluster of 2 separate species, C8H15O6PS2 in total, with ωB97M-V/def2-TZVPD.

For the lowest unoccupied orbital energy, the calculation gives 0.4 eV. Its SMILES is O=S1(=O)CCC[C@@H]([PH2]=S)O1.C[C@@H]1COC(=O)O1. The value obtained for the max |F| is 1.1 eV/A. The multiplicity is 1. As for the HOMO energy: -8.71 eV. The HOMO-LUMO gap is 9.110 eV.

Last column: natural (NBO) charge in e.
Geometry (Å):
O  2.07  -3.73  0.28  -0.914
S  1.34  -3.39  -0.89  2.378
O  0.68  -4.42  -1.61  -0.923
C  0.14  -2.14  -0.44  -0.668
C  0.78  -0.75  -0.43  -0.429
C  1.33  -0.49  -1.82  -0.438
C  2.56  -1.32  -2.10  -0.182
P  4.06  -0.74  -1.16  0.824
S  4.45  -1.44  0.60  -0.533
O  2.33  -2.72  -1.98  -0.710
H  -0.65  -2.16  -1.18  0.249
H  -0.25  -2.43  0.52  0.260
H  0.04  0.01  -0.18  0.242
H  1.56  -0.75  0.33  0.231
H  0.55  -0.71  -2.55  0.228
H  1.60  0.56  -1.95  0.227
H  2.84  -1.16  -3.14  0.220
H  3.89  0.65  -1.19  -0.037
H  5.08  -0.98  -2.09  -0.028
C  -1.69  3.11  2.63  -0.631
C  -2.59  2.68  1.50  0.066
C  -3.72  1.76  1.89  -0.095
O  -3.90  0.95  0.71  -0.486
C  -2.73  0.94  0.04  0.974
O  -2.47  0.22  -0.87  -0.586
O  -1.87  1.86  0.55  -0.501
H  -1.00  2.31  2.89  0.231
H  -1.10  3.99  2.36  0.228
H  -2.28  3.36  3.51  0.223
H  -2.97  3.55  0.95  0.186
H  -4.65  2.28  2.12  0.208
H  -3.46  1.10  2.72  0.187